(1)
Formula: CH6BNOS
Source: the Open Molecules 2025 dataset
Level of theory: ωB97M-V/def2-TZVPD

Results
net charge: 0
energy relative to the best compared isomer or geometry (same formula, charge and spin): 377.7 kJ/mol
frontier orbital gap: 10.0 eV
SMILES string: CBONS

```
11
CH6BNOS, DFT ωB97M-V/def2-TZVPD
B 0.1004 -0.5024 0.4816
C 1.3819 -0.3654 -0.5235
N -2.0457 0.6565 0.5750
O -0.8376 0.3367 0.0174
S -3.2565 -0.1781 -0.3553
H 0.3818 -0.9909 1.6132
H 1.9812 0.3090 0.0859
H 1.1237 0.0559 -1.5310
H 1.9371 -1.3545 -0.5278
H -2.1009 0.4185 1.6341
H -3.3316 0.8140 -1.3220
```

Charges in e, computed with natural (NBO), in the same order as the atoms: number 1, B, carries 0.74; number 2, C, carries -0.97; number 3, N, carries -0.46; number 4, O, carries -0.55; number 5, S, carries 0.13; number 6, H, carries -0.09; number 7, H, carries 0.24; number 8, H, carries 0.23; number 9, H, carries 0.22; number 10, H, carries 0.36; number 11, H, carries 0.12


(2)
Formula: BrH2O2PS
Source: the Open Molecules 2025 dataset
Level of theory: ωB97M-V/def2-TZVPD

Results
net charge: 0
energy relative to the best compared isomer or geometry (same formula, charge and spin): 165.8 kJ/mol
frontier orbital gap: 8.5 eV
SMILES string: O=P(=S)Br.O

```
7
BrH2O2PS, DFT ωB97M-V/def2-TZVPD
O 2.4360 -0.9879 -1.7958
O 0.3230 0.2079 0.2814
P 3.0211 -0.8887 -0.4641
S 3.0073 -2.3350 0.8114
Br 3.5162 1.2575 0.1696
H 0.5726 -0.1478 -0.6612
H -0.5264 -0.0972 0.4815
```

Charges in e, computed with natural (NBO), in the same order as the atoms: number 1, O, carries -1.00; number 2, O, carries -0.95; number 3, P, carries 1.47; number 4, S, carries -0.35; number 5, Br, carries -0.13; number 6, H, carries 0.48; number 7, H, carries 0.48


(3)
Formula: C2H9N2S2
Source: the Open Molecules 2025 dataset
Level of theory: ωB97M-V/def2-TZVPD

Results
net charge: +1
energy relative to the best compared isomer or geometry (same formula, charge and spin): 84.0 kJ/mol
frontier orbital gap: 8.0 eV

```
15
C2H9N2S2, DFT ωB97M-V/def2-TZVPD
C 1.7013 1.3517 1.9968
S 0.1592 0.5059 1.5788
S -0.8460 1.6085 0.1412
H 2.4492 1.2957 1.2161
H 2.0163 0.8939 2.9288
H 1.4926 2.3940 2.1913
H -0.4478 2.8487 0.4698
N -0.0503 -0.7891 -1.9997
C -0.7521 -1.7345 -1.3941
N -1.5899 -1.6006 -0.4065
H 0.5563 -0.1175 -1.5614
H 0.1772 -1.0783 -2.9396
H -0.8485 -2.6654 -1.9255
H -2.3408 -2.2572 -0.2562
H -1.6766 -0.6558 -0.0397
```

Charges in e, computed with natural (NBO), in the same order as the atoms: number 1, C, carries -0.73; number 2, S, carries 0.06; number 3, S, carries -0.21; number 4, H, carries 0.23; number 5, H, carries 0.26; number 6, H, carries 0.23; number 7, H, carries 0.18; number 8, N, carries -0.73; number 9, C, carries 0.42; number 10, N, carries -0.68; number 11, H, carries 0.45; number 12, H, carries 0.43; number 13, H, carries 0.21; number 14, H, carries 0.45; number 15, H, carries 0.42


What did we get for F_max? Answer: 3.1 4.4 1.8 eV Å⁻¹, in the order shown.
What did we get for HOMO level? Answer: -9.431 -10.284 -12.052 eV, in the order shown.
What did we get for E? Answer: -594.65804 -3465.26318 -987.22934 Ha, in the order shown.